<P>
{
  "formula": "C4H7NO",
  "method": "wB97M-V/def2-TZVPD",
  "smiles": "C=NC/C=C/O",
  "homo_energy_ev": -8.814,
  "symbols": ["H", "O", "H", "H", "H", "H", "H", "C", "C", "N", "C", "C", "H"],
  "positions_angstrom": [[1.806, -1.816, -1.239], [0.922, 1.515, 1.930], [-1.487, 1.213, 0.841], [-1.664, 0.365, -1.591], [0.477, -1.915, 0.070], [1.472, 0.665, 0.181], [-1.602, -0.981, -0.451], [-0.657, 0.771, 0.291], [-1.019, -0.137, -0.860], [0.190, -0.607, -1.527], [0.829, -1.489, -0.883], [0.587, 0.956, 0.736], [0.146, 1.459, 2.502]]
}

=====

<Q>
{
  "formula": "C4H7NO",
  "method": "wB97M-V/def2-TZVPD",
  "homo_energy_ev": [-9.455, -8.906],
  "symbols": ["H", "H", "H", "N", "C", "C", "H", "O", "H", "H", "C", "H", "C"],
  "positions_angstrom": [[-1.821, 0.237, 0.031], [-0.175, -1.977, -0.215], [-0.177, 0.575, -1.592], [0.220, -1.480, -1.022], [1.377, -0.709, -0.554], [0.057, -0.090, -0.766], [1.702, -0.860, 0.472], [-0.748, -0.841, 1.434], [-0.817, 2.239, 0.115], [-0.316, 1.849, 1.875], [-0.627, 1.501, 0.891], [2.166, -0.572, -1.289], [-0.841, 0.128, 0.620]]
}

=====

<R>
{
  "formula": "C4H7NO",
  "method": "wB97M-V/def2-TZVPD",
  "smiles": "CO[C@@H](C)C#N",
  "homo_energy_ev": -10.583,
  "symbols": ["N", "H", "C", "H", "C", "O", "H", "C", "H", "C", "H", "H", "H"],
  "positions_angstrom": [[1.843, 0.714, -1.791], [-2.199, 1.562, 0.676], [-1.090, 1.571, 0.534], [0.807, -0.214, 1.187], [1.208, 0.358, -0.873], [-0.859, 0.186, 0.205], [-0.465, -2.239, 0.322], [0.385, -0.298, 0.112], [1.207, -2.200, 0.109], [0.286, -1.712, -0.239], [0.103, -1.826, -1.382], [-0.451, 1.798, 1.395], [-0.778, 2.300, -0.255]]
}

=====

<S>
{
  "formula": "C4H7NO",
  "method": "wB97M-V/def2-TZVPD",
  "smiles": "N#CCCCO",
  "homo_energy_ev": -10.274,
  "symbols": ["H", "H", "C", "H", "H", "H", "N", "H", "H", "C", "C", "C", "O"],
  "positions_angstrom": [[1.318, 1.090, 1.347], [0.958, 0.091, -1.603], [0.429, 0.487, -0.723], [-2.545, 0.200, 0.368], [2.417, 0.075, 0.407], [0.346, 1.574, -0.820], [0.006, -1.767, 1.465], [-1.306, -0.620, -1.609], [-0.843, -1.023, 0.000], [1.351, 0.249, 0.632], [0.774, -0.920, 1.277], [-0.962, -0.166, -0.666], [-1.922, 0.734, -0.139]]
}

=====

Name the least stable of them. <Q>.

=====

<P>
{
  "formula": "C4H7NO",
  "method": "wB97M-V/def2-TZVPD",
  "homo_energy_ev": -8.833,
  "symbols": ["H", "H", "C", "H", "C", "H", "N", "H", "C", "C", "H", "O", "H"],
  "positions_angstrom": [[0.791, 1.338, 0.970], [2.556, 1.180, 1.052], [-1.191, -1.011, -1.441], [-1.260, -1.938, -0.869], [1.477, -0.617, 0.876], [1.577, 0.747, 2.479], [1.347, -1.688, 0.457], [-1.800, 1.708, 0.190], [1.612, 0.745, 1.387], [-1.090, 1.078, -0.403], [-1.766, -1.088, -2.366], [-1.807, 0.030, -0.657], [-0.148, -0.755, -1.632]]
}

=====

<Q>
{
  "formula": "C4H7NO",
  "method": "wB97M-V/def2-TZVPD",
  "homo_energy_ev": -8.108,
  "symbols": ["H", "H", "H", "O", "N", "H", "C", "H", "C", "C", "H", "H", "C"],
  "positions_angstrom": [[2.026, -1.178, 0.149], [-1.935, -1.510, 0.694], [2.715, 0.977, -0.126], [1.057, 1.839, 0.604], [-1.175, -0.932, 0.355], [-1.303, 0.491, -1.240], [1.149, -0.546, -0.006], [-2.619, 0.529, -0.026], [0.026, -1.314, 0.702], [1.653, 0.872, 0.193], [-0.988, 1.103, 0.399], [0.941, -0.601, -1.093], [-1.552, 0.375, -0.180]]
}

=====

Name the least stable of them. <P>.